(1)
Molecular formula: C5H9N
Method: DFT, ωB97M-V/def2-TZVPD

Values from the calculation:
Kohn-Sham gap in Eh: 0.3166
Energy in eV: -6819.764
HOMO level in eV: -7.53
SMILES string: C=C/C=C(/C)N
ΔE to the lowest compared entry with this formula, charge and spin in kcal per mole: 28.4
E_LUMO in Eh: 0.03978

Positions of all 15 atoms, in Å:
C1 0.96399 1.39030 -2.03868
C2 1.13086 1.05225 -0.73388
C3 0.69272 -0.26410 -0.32075
C4 -0.25040 -0.44184 0.64660
C5 -0.81175 -1.78759 0.96471
N1 -0.69348 0.61831 1.39018
H1 1.11006 2.43755 -2.25926
H2 0.73659 0.62897 -2.77115
H3 1.39395 1.83316 -0.02574
H4 0.93407 -1.13499 -0.92542
H5 -0.58833 -1.98459 2.02259
H6 -0.48244 -2.63124 0.36545
H7 -1.89618 -1.83139 0.81878
H8 -1.55367 0.58329 1.91082
H9 -0.68599 1.53192 0.95575

---

(2)
Molecular formula: C4H6N2O2
Method: DFT, ωB97M-V/def2-TZVPD

Values from the calculation:
Kohn-Sham gap in Eh: 0.3121
Energy in eV: -11318.714
HOMO level in eV: -7.81
SMILES string: N=C=C(N)CC(=O)O
ΔE to the lowest compared entry with this formula, charge and spin in kcal per mole: 53.7
E_LUMO in Eh: 0.02519

Positions of all 14 atoms, in Å:
N1 1.66836 -0.86270 1.66621
C1 0.97636 -0.20474 0.89654
C2 0.53989 0.71337 0.01042
N2 0.27078 2.03636 0.34024
C3 -0.15932 0.11311 -1.17785
C4 -1.14821 -0.80496 -0.41843
O1 -2.21439 -0.44374 0.02566
O2 -0.85343 -2.10163 -0.65469
H1 2.68514 -0.77636 1.61541
H2 0.57213 2.29652 1.26998
H3 -0.69955 2.31011 0.16981
H4 0.51669 -0.50168 -1.77385
H5 -0.65229 0.89057 -1.76284
H6 -1.50216 -2.66423 -0.20663

---

(3)
Molecular formula: C39H58N7O21
Method: DFT, ωB97M-V/def2-TZVPD

Values from the calculation:
Kohn-Sham gap in Eh: 0.2743
Energy in eV: -94807.087
HOMO level in eV: -10.69
ΔE to the lowest compared entry with this formula, charge and spin in kcal per mole: 3.9
E_LUMO in Eh: -0.11858
Total charge: +1

Positions of all 125 atoms, in Å:
C1 -4.98749 1.13686 -2.18937
N1 -4.38648 0.12411 -1.32146
C2 -3.25485 0.49335 -0.66566
C3 -2.51093 -0.47278 -0.00745
C4 -2.88363 -1.80569 -0.13191
C5 -4.08307 -2.16479 -0.75312
C6 -4.83372 -1.13330 -1.30391
C7 -1.95146 -2.74755 0.53636
C8 -2.17780 -2.88354 1.92209
C9 -1.29091 -3.62594 2.61736
N2 -0.23955 -4.26562 1.94959
C10 -0.03617 -4.14847 0.63175
C11 -0.89808 -3.38090 -0.14540
C12 0.77455 -5.01558 2.71465
H1 -5.51542 1.81616 -1.52289
H2 -5.58649 0.70139 -2.95785
H3 -4.14251 1.57599 -2.70515
H4 -3.03318 1.54289 -0.81988
H5 -1.69721 -0.12562 0.55913
H6 -4.46745 -3.19266 -0.73487
H7 -5.71889 -1.30936 -1.87648
H8 -3.06821 -2.38940 2.30083
H9 -1.39476 -3.85061 3.64328
H10 0.78155 -4.67599 0.15625
H11 -0.80893 -3.27436 -1.21877
H12 1.50690 -4.34824 3.15341
H13 1.19799 -5.74424 2.00002
H14 0.28414 -5.61278 3.52627
C13 1.84102 -2.83371 -3.35974
N3 1.29596 -1.52946 -3.64853
C14 0.88801 -0.69466 -2.71966
C15 0.44153 0.56975 -3.00399
C16 0.58925 1.04821 -4.30221
C17 0.89240 0.11686 -5.27700
C18 1.29106 -1.15187 -4.91038
C19 0.23142 2.44309 -4.78448
C20 1.01617 3.55237 -4.59536
C21 0.60474 4.79965 -5.02186
N4 -0.56291 4.91930 -5.68941
C22 -1.39175 3.85733 -5.83621
C23 -0.93562 2.54597 -5.49791
C24 -0.95516 6.27726 -6.07659
H15 2.90360 -2.73622 -3.27596
H16 1.45920 -3.65242 -4.01917
H17 1.56708 -3.14035 -2.33336
H18 0.80581 -1.11577 -1.72392
H19 0.15581 1.24706 -2.21971
H20 0.88055 0.32354 -6.32727
H21 1.67450 -1.90641 -5.56446
H22 2.02277 3.44122 -4.16350
H23 1.18863 5.72617 -4.91006
H24 -2.20035 4.05254 -6.52277
H25 -1.62187 1.66327 -5.59167
H26 -1.90706 6.33336 -6.56335
H27 -0.21587 6.62222 -6.78049
H28 -0.97475 6.83264 -5.13880
C25 6.10398 -2.36525 -2.42311
C26 6.35919 -1.60871 -1.02908
O1 7.42730 -1.16641 -0.65953
N5 5.21656 -1.40013 -0.22506
H29 4.71323 -0.30310 -0.89491
H30 4.34097 -2.09473 -0.23092
C27 5.35767 -0.96903 1.18522
H31 5.37003 -1.82455 -2.96969
H32 5.79731 -3.38817 -2.13419
H33 7.11465 -2.36472 -2.80862
H34 5.99237 -0.11331 1.18554
H35 5.89098 -1.72555 1.73488
H36 4.42394 -0.67062 1.64950
C28 -2.83422 0.52896 7.14105
C29 -2.83507 1.26349 5.82160
O2 -3.29573 0.70513 4.83267
N6 -2.37444 2.54356 5.72856
H37 -4.66515 0.93798 2.86047
H38 -2.29848 2.82778 4.75582
C30 -1.72444 3.36289 6.67097
H39 -2.35123 0.88966 8.06244
H40 -2.28671 -0.37365 6.95868
H41 -3.88165 0.31654 7.27827
H42 -2.03262 4.44446 6.63268
H43 -0.66168 3.32486 6.44819
H44 -1.98304 3.00853 7.68941
C31 1.65562 -0.90256 1.03031
C32 0.66134 0.22600 1.13412
O3 0.56035 1.15406 0.28964
N7 -0.14379 0.25291 2.17708
H45 -0.27524 -0.63975 2.75409
H46 4.36906 3.19553 3.81794
C33 -1.03557 1.46007 2.28726
H47 2.40318 -0.82551 1.86590
H48 2.17500 -0.84081 0.07928
H49 1.13520 -1.82182 1.07156
H50 -2.05397 1.13688 2.39035
H51 -1.01789 1.99985 1.37312
H52 -0.63636 2.06228 3.07700
O4 3.17589 1.93271 -2.54832
C34 3.70611 0.62089 -2.33919
O5 4.21425 0.54428 -1.17863
O6 3.66355 -0.32636 -3.19689
H53 3.45399 2.33361 -1.68173
O7 1.77929 1.57065 4.06938
C35 3.00343 1.81458 3.54650
O8 3.49937 2.89589 4.25987
O9 3.60520 1.26399 2.66103
H54 1.42787 0.82067 3.53979
O10 -0.10613 -0.50870 5.20101
C36 -0.37614 -1.87505 4.92559
O11 -1.36059 -2.40964 5.44013
O12 0.44245 -2.28929 4.02714
H55 -0.60971 -0.22337 5.91129
O13 -2.77303 4.52064 -2.05548
C37 -2.65258 3.66555 -3.14824
O14 -2.79032 4.24807 -4.28757
O15 -2.48847 2.50227 -2.89167
H56 -3.70911 4.81481 -2.13549
O16 -4.56227 0.05410 2.42389
C38 -5.96823 -0.36628 1.59591
O17 -6.11282 -1.53905 1.69870
O18 -6.25624 0.61000 1.05336
H57 -4.18707 -0.59356 3.09231
O19 4.29802 -4.54251 -0.76993
C39 2.89871 -4.43046 -0.34303
O20 2.43155 -5.49240 -0.02341
O21 2.46594 -3.26910 -0.48298
H58 4.64432 -5.42428 -0.47079

---

(4)
Molecular formula: C5H8N2
Method: DFT, ωB97M-V/def2-TZVPD

Values from the calculation:
Kohn-Sham gap in Eh: 0.3374
Energy in eV: -8293.692
HOMO level in eV: -8.35
SMILES string: Cc1cn(C)cn1
ΔE to the lowest compared entry with this formula, charge and spin in kcal per mole: 30.1
E_LUMO in Eh: 0.03068

Positions of all 15 atoms, in Å:
C1 2.21294 0.00063 -0.57510
C2 1.16457 0.35602 0.43104
C3 0.03617 0.95034 -0.02359
N1 -1.03049 0.28660 0.55267
C4 -2.10858 -0.10682 -0.34447
C5 -0.45200 -0.59815 1.43298
N2 0.84987 -0.55409 1.43231
H1 2.99377 -0.62270 -0.14819
H2 1.65086 -0.62118 -1.28910
H3 2.61008 0.84501 -1.14002
H4 -0.07243 1.63677 -0.85058
H5 -1.73248 -0.77716 -1.13258
H6 -2.88501 -0.62635 0.21440
H7 -2.51953 0.78039 -0.82735
H8 -1.05245 -1.27828 2.02454

---

(5)
Molecular formula: C40H41BrClCrGe2N2O5
Method: DFT, ωB97M-V/def2-TZVPD

Values from the calculation:
Kohn-Sham gap (spin up / spin down) in Eh: 0.2184 / 0.2176
Energy in eV: -279371.340
HOMO level (spin up / spin down) in eV: -9.82 / -9.82
Spin multiplicity: 3
Expectation value of S²: 2.014
E_LUMO (spin up / spin down) in Eh: -0.14248 / -0.14325
Total charge: +1

Positions of all 93 atoms, in Å:
Cr1 0.26028 0.02895 -0.76974
O1 3.80609 2.92672 -1.02177
C1 3.24009 3.95705 -1.67956
C2 4.04197 4.93103 -2.34967
C3 3.45248 6.12830 -2.69725
C4 2.12190 6.34973 -2.48757
C5 1.29908 5.30825 -1.92778
C6 1.81460 4.07386 -1.61211
C7 0.89852 2.93228 -1.09267
O2 1.52663 1.72979 -0.77536
N1 -0.12703 2.61175 -2.15862
N2 -0.84024 1.43156 -1.97462
C8 -2.05413 1.16039 -2.41150
C9 -2.79490 -0.03200 -2.04244
Br1 -1.55812 -1.49490 -1.33326
C10 -4.15518 -0.18318 -2.14435
C11 -5.16320 0.76395 -2.36751
C12 -6.46510 0.39499 -2.70443
C13 -7.43643 1.35616 -2.87046
C14 -7.17351 2.69686 -2.58911
C15 -5.91651 3.09823 -2.16949
C16 -4.93054 2.12628 -2.04422
H1 3.04749 2.20255 -0.91626
H2 5.14465 4.76780 -2.45733
H3 4.07393 6.84489 -3.31069
H4 1.77207 7.32744 -2.68942
H5 0.25372 5.62741 -1.65304
H6 0.36951 3.30267 -0.15080
H7 -0.75567 3.36388 -2.37182
H8 -2.59420 1.96164 -2.94061
H9 -4.46462 -1.18781 -2.17465
H10 -6.68065 -0.71256 -2.82225
H11 -8.44330 1.09226 -3.17414
H12 -7.94896 3.38424 -2.79157
H13 -5.65239 4.16533 -2.21003
H14 -3.93581 2.43580 -1.69895
C17 -0.36476 1.72408 6.27979
C18 -1.44684 1.89053 5.24164
C19 -2.61072 2.63135 5.46728
C20 -3.73835 2.51278 4.59010
Cl1 -5.20426 3.28926 4.94805
C21 -3.62502 1.70481 3.45602
C22 -2.42321 1.01917 3.18583
C23 -1.25466 1.19832 3.97738
O3 -0.10497 0.50434 3.86654
C24 0.36865 0.55816 2.49058
C25 1.13201 -0.76023 2.16636
O4 1.56035 -1.49226 3.02033
O5 1.29274 -0.99196 0.83776
H15 -0.78836 1.74538 7.29234
H16 0.34970 2.56475 6.30775
H17 0.23183 0.80781 6.15981
H18 -2.64009 3.29608 6.30152
H19 -4.53380 1.56725 2.85283
H20 -2.44942 0.17058 2.51931
H21 1.06337 1.38085 2.35952
H22 -0.45783 0.65712 1.73683
C26 -1.33125 -3.71219 1.58289
Ge1 0.57548 -4.38224 1.45128
C27 0.68097 -5.98107 0.36097
C28 0.99503 -4.72932 3.34231
Ge2 1.99794 -2.77113 0.26881
C29 3.99427 -2.94941 0.47467
C30 4.86143 -2.08215 -0.22996
C31 6.07672 -2.59853 -0.63828
C32 6.51497 -3.89428 -0.30306
C33 5.71161 -4.68183 0.47331
C34 4.45453 -4.20350 0.86538
C35 1.58322 -2.27081 -1.63425
C36 0.95568 -3.06169 -2.60013
C37 0.90197 -2.63605 -3.94022
C38 1.15732 -1.32204 -4.22647
C39 1.59943 -0.45371 -3.26931
C40 1.91843 -0.95236 -1.99238
H23 -1.71073 -4.20124 2.51609
H24 -1.96280 -4.03919 0.71458
H25 -1.52735 -2.63741 1.75115
H26 1.59660 -5.98907 -0.31257
H27 -0.29805 -6.07303 -0.20071
H28 0.78359 -6.80663 1.08886
H29 0.34650 -5.53718 3.65503
H30 0.83040 -3.80005 3.92681
H31 2.04116 -5.12463 3.48864
H32 4.57813 -1.02297 -0.41925
H33 6.76838 -1.95377 -1.16994
H34 7.41315 -4.27745 -0.74798
H35 5.97828 -5.70243 0.70762
H36 3.89746 -4.84550 1.52376
H37 0.44575 -4.01462 -2.36044
H38 0.55426 -3.38643 -4.65687
H39 1.05380 -1.04025 -5.27437
H40 1.64335 0.61214 -3.41363
H41 2.53151 -0.32772 -1.27483